{"formula": "C22H21NO3S", "method": "ωB97M-V/def2-TZVPD", "elements": ["S", "O", "O", "O", "N", "C", "C", "C", "C", "C", "C", "C", "C", "C", "C", "C", "C", "C", "C", "C", "C", "C", "C", "C", "C", "C", "C", "H", "H", "H", "H", "H", "H", "H", "H", "H", "H", "H", "H", "H", "H", "H", "H", "H", "H", "H", "H", "H"], "xyz": [[0.090, -1.483, 2.906], [4.690, -2.013, 1.591], [0.207, -3.806, 0.290], [3.785, -2.963, 3.454], [2.439, -3.445, 0.322], [0.735, 3.355, -1.633], [0.565, 2.407, -0.509], [1.197, -4.115, -1.777], [1.237, 2.721, 0.670], [-2.211, 0.232, 0.970], [-3.828, 2.440, -3.086], [-0.334, 3.438, -2.532], [-0.933, 0.806, 0.826], [-0.060, 1.059, 1.946], [2.287, -2.809, 1.663], [1.026, 1.933, 1.829], [3.659, -2.596, 2.350], [-3.943, 1.420, -2.116], [-2.662, 3.040, -3.293], [1.244, -3.827, -0.285], [-2.949, 1.164, -1.204], [-1.611, 2.684, -2.414], [-1.704, 1.679, -1.383], [-3.152, 0.092, -0.157], [-0.498, 1.316, -0.531], [1.440, -1.519, 1.686], [-0.190, 0.311, 3.239], [0.601, 0.718, 3.942], [1.081, -3.278, -2.483], [1.624, 1.974, 2.780], [-4.860, 0.880, -2.038], [-2.967, -0.869, -0.665], [-0.298, 4.117, -3.412], [0.835, -1.353, 0.787], [1.705, 3.746, -1.848], [-2.547, 3.888, -4.016], [-4.635, 2.652, -3.751], [2.071, -0.708, 1.866], [-2.512, -0.135, 1.957], [1.751, -3.524, 2.341], [3.372, -3.457, -0.038], [-4.129, 0.209, 0.245], [1.807, 3.664, 0.818], [2.059, -4.677, -1.976], [-1.219, 0.392, 3.657], [0.441, -4.791, -2.047], [0.025, 0.644, -1.171], [5.270, -1.611, 2.233]], "atomic_forces_ev_per_a": [[-0.19, -0.65, 1.22], [-2.13, -0.51, 0.24], [-1.69, 0.06, 2.09], [0.94, -0.06, 2.19], [-1.23, 0.72, 1.28], [-3.50, -2.04, -1.78], [0.87, 2.66, 2.30], [1.00, 0.49, 0.21], [-0.55, 0.14, -1.58], [3.49, 1.21, 0.39], [-1.92, -2.34, 0.31], [1.60, 0.13, 0.52], [-2.98, -0.89, -0.11], [2.20, 1.18, 0.17], [-0.45, -1.19, 0.09], [-1.88, -2.09, 2.03], [-0.60, 0.10, -2.58], [-0.56, 1.47, -0.59], [2.69, 1.59, 0.74], [1.20, 0.95, -2.17], [0.04, -1.83, 0.19], [1.86, 0.32, 0.64], [0.31, 2.96, -1.61], [0.88, 0.31, -0.54], [-0.08, 1.44, -0.29], [-1.33, -0.36, -0.71], [0.75, 0.16, -0.08], [-1.23, -0.59, -0.53], [0.43, 0.10, 0.75], [-0.32, 0.51, -1.32], [-0.61, -0.21, 0.11], [-0.56, -0.03, 0.31], [0.25, -0.47, 0.73], [0.98, -0.21, -0.36], [0.26, 0.72, 0.17], [0.07, -1.03, 0.71], [-0.70, 0.01, -0.18], [0.91, 1.56, 0.08], [0.13, 0.12, -0.45], [0.71, 0.39, -0.66], [-0.04, -0.10, -0.75], [-1.12, -0.54, 0.06], [-0.06, -0.93, -0.71], [1.76, -0.46, -0.94], [0.83, -0.20, -0.04], [-1.50, -0.77, 0.30], [0.36, -1.83, -0.26], [0.73, 0.03, 0.42]], "mulliken_charge": [-0.172, -0.472, -0.541, -0.486, -0.254, -1.151, 0.333, -1.287, -0.970, -1.225, -0.576, -0.804, 0.498, 0.948, 0.526, -0.497, 0.168, -0.814, -0.781, 0.710, 0.316, 1.047, -0.193, -0.920, 1.454, -0.655, -1.017, 0.377, 0.250, 0.257, 0.453, 0.215, 0.253, -0.081, 0.429, 0.276, 0.393, 0.628, 0.225, 0.259, 0.227, 0.545, 0.313, 0.402, 0.410, 0.387, 0.261, 0.338], "max_force_ha_per_bohr": 0.086, "orbital_gap_ha": 0.25312, "smiles": "CC(=O)N[C@H](CSCC1=CC=C2C=Cc3cccc4c3[C@@H]2C1=CC4)C(=O)O", "homo_energy_ev": -7.120, "multiplicity": 1, "total_energy_ha": -1529.52412, "lumo_energy_ev": -0.23}

{"formula": "C22H21NO5", "method": "ωB97M-V/def2-TZVPD", "elements": ["O", "O", "O", "O", "O", "N", "C", "C", "C", "C", "C", "C", "C", "C", "C", "C", "C", "C", "C", "C", "C", "C", "C", "C", "C", "C", "C", "C", "H", "H", "H", "H", "H", "H", "H", "H", "H", "H", "H", "H", "H", "H", "H", "H", "H", "H", "H", "H", "H"], "xyz": [[-8.908, 0.208, 1.342], [0.884, -0.232, 1.069], [-7.998, 1.545, -0.774], [-0.561, -2.329, 0.297], [-0.996, -0.909, -1.395], [4.939, -1.356, -0.746], [6.158, 0.654, 0.126], [8.631, 1.220, -0.199], [-3.639, -0.644, -0.341], [3.596, 1.284, 1.227], [4.687, 2.102, 1.412], [-2.698, -1.438, 0.189], [1.495, -1.055, 0.426], [-5.812, 0.452, -0.570], [-1.359, -1.492, -0.401], [-7.112, 0.680, -0.173], [-4.995, -0.454, 0.122], [-7.632, -0.006, 0.941], [-6.827, -0.903, 1.626], [7.481, 0.260, -0.480], [-7.552, 2.282, -1.885], [0.798, -2.328, -0.083], [3.669, -1.817, -0.662], [2.901, -0.947, 0.082], [-5.525, -1.125, 1.224], [5.941, 1.794, 0.875], [3.777, 0.124, 0.477], [5.046, -0.170, -0.061], [7.353, 0.172, -1.564], [-4.917, -1.825, 1.772], [-5.399, 0.970, -1.421], [1.248, -3.213, 0.368], [0.883, -2.367, -1.176], [3.389, -2.736, -1.140], [-7.245, -1.417, 2.477], [-2.847, -2.050, 1.064], [5.689, -1.809, -1.242], [8.415, 2.208, -0.598], [9.540, 0.853, -0.670], [4.582, 3.010, 1.987], [6.755, 2.477, 1.059], [-9.302, 0.863, 0.749], [-6.708, 2.927, -1.622], [-7.267, 1.625, -2.712], [2.628, 1.518, 1.638], [8.811, 1.302, 0.870], [-8.397, 2.899, -2.188], [7.751, -0.733, -0.103], [-3.350, -0.072, -1.215]], "atomic_forces_ev_per_a": [[-0.04, 0.03, -0.01], [0.12, 0.01, -0.01], [0.07, -0.45, 0.51], [-0.04, -0.17, 0.19], [0.05, -0.09, 0.18], [0.37, -0.23, -0.24], [0.08, -0.08, -0.07], [-0.11, -0.20, -0.09], [0.79, -0.34, 0.00], [0.05, 0.13, 0.06], [-0.18, 0.08, 0.10], [-0.40, 0.24, -0.06], [-0.32, -0.57, -0.22], [0.04, -0.05, 0.04], [0.08, 0.19, -0.48], [-0.31, 0.01, 0.15], [-0.60, 0.02, 0.28], [0.24, 0.13, -0.29], [-0.27, 0.17, -0.07], [0.02, 0.14, 0.08], [0.05, 0.18, -0.25], [-0.10, 0.28, -0.13], [-0.56, 0.04, 0.19], [0.51, 0.14, -0.06], [0.12, 0.15, -0.24], [0.12, -0.16, -0.13], [0.31, -0.21, -0.21], [-0.33, 0.61, 0.46], [0.02, -0.09, 0.00], [0.07, -0.09, 0.08], [0.02, 0.07, -0.10], [-0.03, 0.08, -0.04], [0.07, -0.05, 0.17], [-0.03, -0.15, -0.10], [-0.05, -0.07, 0.11], [-0.11, -0.04, 0.12], [-0.11, 0.03, 0.05], [0.03, 0.12, 0.00], [0.08, 0.03, 0.00], [-0.03, 0.07, 0.05], [0.14, 0.05, 0.00], [0.04, -0.03, 0.02], [-0.03, -0.03, -0.01], [0.00, 0.02, 0.04], [-0.08, 0.03, 0.04], [0.05, 0.07, 0.09], [0.10, -0.02, -0.03], [0.00, -0.03, -0.09], [0.08, 0.03, -0.06]], "mulliken_charge": [-0.607, -0.675, -0.472, -0.334, -0.650, -0.018, 0.461, -1.641, 0.139, -0.564, -0.972, -1.125, 1.053, -0.483, 0.582, 1.200, 0.591, 0.346, -0.787, -0.077, -0.877, -0.942, -0.947, 0.269, -0.908, -0.373, 0.358, -0.402, 0.322, 0.333, 0.416, 0.510, 0.401, 0.464, 0.413, 0.346, 0.218, 0.382, 0.392, 0.372, 0.376, 0.351, 0.348, 0.345, 0.578, 0.386, 0.240, 0.327, 0.335], "max_force_ha_per_bohr": 0.017, "orbital_gap_ha": 0.30534, "smiles": "CCc1cccc2c(C(=O)COC(=O)/C=C/c3ccc(O)c(OC)c3)c[nH]c12", "homo_energy_ev": -7.976, "multiplicity": 1, "total_energy_ha": -1281.90946, "lumo_energy_ev": 0.33}

{"formula": "C22H22AuN6O3", "method": "ωB97M-V/def2-TZVPD", "elements": ["Au", "O", "O", "O", "N", "N", "N", "N", "N", "N", "C", "C", "C", "C", "C", "C", "C", "C", "C", "C", "C", "C", "C", "C", "C", "C", "C", "C", "C", "C", "C", "C", "H", "H", "H", "H", "H", "H", "H", "H", "H", "H", "H", "H", "H", "H", "H", "H", "H", "H", "H", "H", "H", "H"], "xyz": [[-0.859, -1.812, 0.952], [-2.382, -3.595, -0.701], [-3.418, -5.134, 0.339], [-1.122, -1.099, -2.119], [-1.411, -2.155, 3.769], [-2.192, -3.292, 3.805], [-2.464, -0.008, 0.277], [-3.295, -5.061, 2.970], [-2.244, -3.512, 1.478], [-2.720, -4.128, 0.330], [2.235, -0.352, -2.650], [2.805, 2.122, 0.184], [3.046, 3.325, -0.494], [2.710, -0.698, -3.897], [0.681, -0.674, 0.573], [3.447, 4.439, 1.595], [4.601, 0.766, -3.593], [-2.727, 0.447, -0.955], [-3.625, 1.499, -1.153], [-2.055, -0.061, -2.228], [1.509, 0.080, 0.045], [3.361, 4.473, 0.210], [-2.584, -3.971, 2.705], [2.423, 0.911, -0.540], [3.196, 3.255, 2.279], [-4.212, 2.122, -0.074], [-3.041, 0.605, 1.318], [2.932, 0.573, -1.854], [-3.898, 1.678, 1.201], [4.133, 1.116, -2.341], [2.865, 2.109, 1.582], [3.890, -0.137, -4.375], [-3.559, -5.295, 3.911], [-2.787, 0.200, 2.292], [1.305, -0.770, -2.280], [-1.571, -1.948, -2.143], [-2.848, -0.311, -2.939], [-2.371, -3.737, 4.691], [2.163, -1.407, -4.504], [-1.514, 0.795, -2.639], [3.532, 5.398, -0.324], [3.256, 3.231, 3.359], [3.699, 5.339, 2.141], [-0.471, -2.335, 4.094], [-4.313, 2.148, 2.082], [4.263, -0.410, -5.354], [-4.897, 2.947, -0.219], [-3.638, -5.595, 2.186], [5.527, 1.191, -3.957], [2.934, 3.361, -1.569], [-3.847, 1.823, -2.164], [4.717, 1.776, -1.716], [-1.838, -1.415, 4.307], [2.675, 1.182, 2.107]], "atomic_forces_ev_per_a": [[0.32, -0.39, 0.28], [0.20, 0.37, -0.03], [0.08, 0.11, 0.80], [0.08, -0.02, 0.13], [0.00, 0.21, -0.07], [0.10, 0.00, -0.10], [-0.25, 0.15, -0.82], [-0.06, -0.13, -0.45], [0.08, 0.29, 0.63], [-0.22, -0.42, -0.28], [-0.12, 0.05, 0.13], [0.11, 0.26, -0.03], [-0.04, -0.13, -0.06], [0.04, -0.01, -0.09], [0.15, 0.02, -0.32], [-0.02, -0.04, -0.05], [0.05, 0.00, -0.05], [-0.19, 0.22, 0.37], [0.04, -0.04, -0.07], [-0.01, -0.02, 0.18], [0.02, -0.15, 0.31], [-0.01, 0.03, 0.00], [-0.07, 0.06, -0.56], [-0.31, -0.11, 0.14], [0.02, 0.07, 0.05], [-0.04, 0.07, -0.06], [0.05, -0.12, -0.02], [0.19, 0.01, -0.28], [-0.02, -0.02, 0.14], [-0.04, 0.00, 0.15], [0.00, -0.13, -0.02], [-0.03, 0.02, 0.08], [0.00, 0.00, -0.06], [0.00, 0.03, -0.01], [0.02, 0.01, -0.04], [-0.07, -0.11, 0.18], [0.00, 0.03, -0.03], [0.02, -0.04, 0.07], [-0.01, 0.02, 0.01], [-0.03, 0.00, -0.06], [-0.01, 0.00, 0.01], [0.01, -0.01, -0.02], [0.00, -0.02, 0.01], [0.08, -0.05, -0.03], [-0.01, -0.04, -0.02], [-0.01, 0.00, 0.01], [0.01, -0.01, -0.01], [-0.08, -0.11, -0.07], [0.00, -0.03, 0.01], [0.05, 0.02, 0.00], [0.03, 0.02, 0.03], [-0.01, 0.02, -0.02], [-0.06, 0.05, 0.02], [-0.02, 0.02, 0.00]], "mulliken_charge": [0.568, -0.640, -0.725, -0.345, -0.540, -0.134, 0.110, -0.353, -0.546, 1.227, -0.429, 0.468, -0.153, -0.694, -0.809, -0.395, -0.814, 0.631, -0.908, -0.762, 0.969, -0.769, 0.648, -0.033, -0.653, -0.264, -0.078, 0.492, -0.787, -0.263, -0.529, -0.383, 0.165, 0.243, 0.349, 0.234, 0.430, 0.163, 0.433, 0.329, 0.408, 0.394, 0.399, 0.255, 0.406, 0.403, 0.417, 0.221, 0.406, 0.582, 0.410, 0.591, 0.251, 0.404], "max_force_ha_per_bohr": 0.017, "orbital_gap_ha": [0.23474, 0.23472], "homo_energy_ev": [-10.608, -10.608], "multiplicity": 1, "charge": 1, "total_energy_ha": -1541.07453, "lumo_energy_ev": [-4.22, -4.22]}

Respective energy above the lowest of the compared OMol25 structures with the same formula, charge and spin values: 335.1, 47.5, 106.4 kJ/mol.